No. 1
Entry from the OMol25 dataset: a structure of composition C24H31Ge2N6NiO (ωB97M-V/def2-TZVPD).

Charge: +2
LUMO level (alpha / beta) (eV): -6.084 / -8.062
Frontier orbital gap (alpha / beta) (eV): 7.5 / 5.9
2S+1: 4
HOMO (alpha / beta) (eV): -13.61 / -14.01

Each line ends with the natural charge from an NBO analysis.
Geometry (Å):
Ni: -0.06481 -1.48781 -0.85839  1.367
N: -0.66186 -5.36785 -2.49820  -0.304
C: -0.85699 -4.61413 -1.42138  0.237
N: -0.43230 -3.38453 -1.67425  -0.624
C: 0.02251 -3.47218 -2.96056  0.281
N: -0.09727 -4.65896 -3.49135  -0.194
C: 0.57439 -2.28524 -3.60801  0.108
C: 0.96121 -2.23138 -4.93880  0.059
N: 1.42609 -1.11065 -5.47353  -0.302
C: 1.50077 -0.04781 -4.68621  0.025
C: 1.11687 -0.08506 -3.35023  0.028
N: 0.65754 -1.21166 -2.80837  -0.514
H: -0.88221 -6.34427 -2.63516  0.453
H: -1.30708 -4.97556 -0.51453  0.232
H: 0.88254 -3.10546 -5.57289  0.241
H: 1.87007 0.87073 -5.12362  0.233
H: 1.16091 0.79484 -2.72406  0.239
C: 3.46778 1.21104 -0.90075  -1.095
Ge: 2.50758 1.59416 0.74860  1.465
C: 2.56623 3.44237 1.33894  -1.088
C: 2.91218 0.31581 2.15160  -1.096
Ge: -0.05755 0.86154 -0.05724  0.621
C: -0.39341 2.27806 -1.37464  -0.497
C: -1.63875 2.16104 -1.99868  -0.173
C: -2.03767 3.06515 -2.97196  -0.206
C: -1.19019 4.09807 -3.34464  -0.186
C: 0.05257 4.22169 -2.74188  -0.182
C: 0.44524 3.32003 -1.76194  -0.241
C: -1.07328 1.20558 1.57934  -0.479
C: -0.65815 1.95392 2.67756  -0.224
C: -1.49270 2.13437 3.77223  -0.188
C: -2.76353 1.57821 3.77696  -0.195
C: -3.19395 0.83135 2.69005  -0.227
C: -2.35047 0.63959 1.60469  -0.167
H: 4.52835 1.34242 -0.66899  0.270
H: 3.20863 1.88906 -1.71055  0.251
H: 3.31449 0.17947 -1.21301  0.239
H: 3.62628 3.71059 1.32884  0.268
H: 2.19512 3.54601 2.35438  0.254
H: 2.02867 4.12694 0.68895  0.262
H: 3.93954 0.52937 2.45986  0.268
H: 2.86740 -0.70939 1.78899  0.244
H: 2.26573 0.43599 3.01739  0.252
H: -2.32230 1.36097 -1.72558  0.199
H: -3.00927 2.96543 -3.43589  0.233
H: -1.49938 4.80645 -4.10072  0.237
H: 0.71483 5.02737 -3.02892  0.231
H: 1.42377 3.44572 -1.31253  0.199
H: 0.32263 2.40738 2.69865  0.203
H: -1.15689 2.72128 4.61620  0.233
H: -3.42022 1.73386 4.62175  0.237
H: -4.18702 0.40203 2.68567  0.231
H: -2.70246 0.03493 0.77395  0.196
C: -1.72125 -3.70609 3.95626  -0.407
N: -1.07103 -2.71511 3.10424  -0.344
C: -0.47854 -1.55019 3.75223  -0.428
C: -1.06298 -2.82854 1.79910  0.560
O: -0.54998 -1.98171 1.03205  -0.795
H: -2.50279 -3.22566 4.54359  0.228
H: -0.98863 -4.15102 4.62816  0.227
H: -2.16735 -4.48547 3.34311  0.217
H: -0.20869 -1.82329 4.76918  0.229
H: -1.19103 -0.72435 3.76779  0.238
H: 0.40680 -1.24405 3.20338  0.224
H: -1.57473 -3.71542 1.41379  0.134

No. 2
Entry from the OMol25 dataset: the molecule C24H31N3O4 (ωB97M-V/def2-TZVPD).

Energy relative to the best compared isomer or geometry (same formula, charge and spin) (kJ/mol): 61.0
Charge: 0
LUMO level (eV): 0.650
Structure (SMILES): COc1cccc(C(=O)NCc2ccc(N3CCN(C(=O)OC(C)(C)C)CC3)cc2)c1
Frontier orbital gap (eV): 8.4
HOMO (eV): -7.70

Each line ends with the natural charge from an NBO analysis.
Geometry (Å):
C: 0.70630 1.17187 -5.07084  -0.254
O: 1.20542 -0.01961 -5.63295  -0.491
C: 1.69596 -0.97178 -4.79703  0.301
C: 2.21041 -2.11922 -5.40549  -0.243
C: 2.74310 -3.13370 -4.63759  -0.193
C: 2.76135 -3.04010 -3.25493  -0.227
C: 2.23863 -1.90910 -2.64039  -0.130
C: 2.23221 -1.70822 -1.16079  0.661
O: 2.24401 -0.60030 -0.65696  -0.630
N: 2.22651 -2.84160 -0.41933  -0.608
C: 2.12411 -2.77690 1.02580  -0.225
C: 0.76880 -2.29844 1.48669  -0.064
C: -0.39385 -2.75421 0.87839  -0.200
C: -1.62853 -2.28249 1.26940  -0.235
C: -1.75139 -1.32955 2.28448  0.154
N: -3.03848 -0.89955 2.63810  -0.437
C: -3.22132 -0.09562 3.83029  -0.224
C: -3.15727 1.41878 3.50623  -0.249
N: -2.53227 1.61511 2.21852  -0.457
C: -1.28881 2.16530 2.15614  0.919
O: -0.73574 2.62103 3.13317  -0.681
O: -0.81200 2.15695 0.90584  -0.540
C: 0.48391 2.74091 0.61183  0.277
C: 0.67403 2.48017 -0.88245  -0.620
C: 1.59169 2.04671 1.39923  -0.653
C: 0.44491 4.24112 0.90447  -0.643
C: -3.20173 0.99344 1.09647  -0.235
C: -3.82854 -0.33998 1.55881  -0.223
C: -0.58338 -0.89664 2.91148  -0.222
C: 0.65055 -1.37311 2.51198  -0.190
C: 1.71770 -0.87499 -3.41270  -0.228
H: 1.47680 1.70113 -4.50228  0.181
H: 0.39278 1.78513 -5.91411  0.201
H: -0.15387 0.98012 -4.42186  0.178
H: 2.19034 -2.18327 -6.48182  0.225
H: 3.15338 -4.00780 -5.12111  0.216
H: 3.21152 -3.83081 -2.67342  0.209
H: 2.03984 -3.72124 -0.87009  0.398
H: 2.88792 -2.08042 1.38372  0.220
H: 2.33908 -3.77290 1.42395  0.208
H: -0.33805 -3.48499 0.08315  0.204
H: -2.51446 -2.66555 0.78577  0.209
H: -2.47915 -0.38024 4.57360  0.213
H: -4.20975 -0.34012 4.23732  0.197
H: -4.16466 1.84789 3.47397  0.187
H: -2.56569 1.96132 4.24384  0.254
H: 1.56588 2.99073 -1.23323  0.211
H: -0.18812 2.83707 -1.44139  0.205
H: 0.79577 1.41277 -1.04427  0.231
H: 1.42012 2.14913 2.46662  0.235
H: 2.54648 2.49997 1.14777  0.211
H: 1.62746 0.99330 1.13263  0.237
H: 0.28868 4.40799 1.96673  0.240
H: 1.38549 4.69786 0.60980  0.211
H: -0.36593 4.71038 0.35017  0.207
H: -3.97340 1.66560 0.69808  0.189
H: -2.45909 0.81127 0.31914  0.236
H: -3.88473 -1.03248 0.72042  0.214
H: -4.84136 -0.18283 1.93901  0.196
H: -0.61351 -0.15065 3.68946  0.216
H: 1.53983 -0.99858 2.99769  0.213
H: 1.34414 -0.00603 -2.89512  0.232

No. 3
Entry from the OMol25 dataset: a structure of composition C24H31N3O5 (ωB97M-V/def2-TZVPD).

Energy relative to the best compared isomer or geometry (same formula, charge and spin) (kJ/mol): 1991.2
Charge: 0
LUMO level (eV): -0.686
Frontier orbital gap (eV): 7.3
HOMO (eV): -7.96

Each line ends with the natural charge from an NBO analysis.
Geometry (Å):
C: 2.73128 4.46128 0.68671  -0.238
H: 1.94864 4.19025 1.18722  0.167
O: 3.93562 3.72807 0.89860  -0.496
C: 3.73029 2.27229 0.66517  0.339
C: 4.82131 1.36672 0.85320  -0.206
C: 4.75378 0.08165 0.84811  0.257
C: 3.58958 -0.58902 0.45070  -0.296
C: 2.53402 0.32010 -0.14197  -0.146
C: 2.49562 1.70006 0.07625  -0.222
H: 1.69683 2.17147 -0.10724  0.212
C: 1.26237 -0.11021 -0.56676  0.692
O: 0.45543 0.39917 -1.42146  -0.609
N: 1.11063 -1.77666 -0.35317  -0.666
H: 1.63605 -1.93891 0.53884  0.414
C: -0.10874 -2.30978 -0.82092  -0.099
C: -1.23851 -2.16353 0.53060  0.695
O: -1.24749 -3.10008 1.35722  -0.600
N: -1.91456 -1.04080 0.35726  -0.639
C: -2.86483 -0.44983 0.97274  0.190
C: -3.58241 -1.28586 2.14836  -0.241
C: -4.72258 -0.88427 2.60859  -0.212
C: -5.34925 0.44085 2.53558  -0.212
C: -4.65443 1.24426 1.45517  -0.260
C: -3.57853 0.75008 0.89825  0.122
N: -2.87321 1.63539 -0.53237  -0.489
C: -1.75784 2.37828 0.22351  -0.250
H: -1.14338 1.59511 0.85526  0.210
C: -1.03906 3.14271 -0.96736  -0.045
H: -0.45699 3.70014 -0.45762  0.164
O: -1.90649 3.61496 -1.75317  -0.521
C: -2.90399 2.87869 -2.37070  -0.046
H: -3.56661 3.31856 -3.13585  0.196
C: -3.72636 2.24228 -1.15567  -0.206
H: -4.53944 1.39227 -1.58348  0.168
H: -4.28500 2.98069 -0.66616  0.148
H: -2.38834 2.14439 -2.82381  0.166
H: -0.50351 2.19849 -1.64149  0.158
H: -2.29109 3.17551 1.11446  0.160
H: -5.09847 2.13456 1.17850  0.226
H: -6.22691 0.82660 2.99110  0.223
H: -5.03988 -1.57018 3.62838  0.201
H: -3.26585 -2.22024 2.50802  0.242
H: -1.73220 -0.38040 -0.43891  0.461
H: -0.47065 -1.93367 -1.58486  0.196
C: 0.09190 -3.71108 -1.04331  -0.270
C: -0.89899 -4.51440 -1.53489  -0.594
H: -1.78703 -4.49736 -0.76346  0.229
H: -0.72286 -5.64638 -1.68409  0.243
H: -1.34111 -3.88411 -2.55470  0.178
C: 1.22466 -3.84794 -1.90512  -0.599
H: 1.12879 -3.39795 -2.95207  0.206
H: 1.59109 -4.92197 -2.18615  0.220
H: 2.44616 -3.38145 -1.67356  0.205
H: 0.52661 -4.33054 0.07879  0.198
H: 3.79961 -1.58950 0.20276  0.233
O: 6.00923 -0.36727 1.33415  -0.504
C: 6.03395 -1.91599 0.86351  -0.285
H: 5.84959 -2.11946 -0.06649  0.181
H: 7.08906 -2.03356 1.27532  0.223
H: 5.47054 -2.40688 1.83270  0.214
H: 5.73589 1.95470 1.31814  0.241
H: 2.48756 4.39877 -0.37233  0.170
H: 3.04050 5.48094 0.78600  0.203

No. 4
Entry from the OMol25 dataset: the molecule C24H31N5O2 (ωB97M-V/def2-TZVPD).

Energy relative to the best compared isomer or geometry (same formula, charge and spin) (kJ/mol): 198.3
Charge: 0
LUMO level (eV): 0.741
Structure (SMILES): CCOc1ccc(CN2CCN(Cc3cccn3-c3ncccn3)C[C@H]2CCO)cc1
Frontier orbital gap (eV): 9.0
HOMO (eV): -8.23

Each line ends with the natural charge from an NBO analysis.
Geometry (Å):
C: -8.42913 -0.90440 -1.18698  -0.617
C: -7.10734 -0.15528 -1.25043  -0.064
O: -6.37222 -0.48304 -0.08882  -0.518
C: -5.15075 0.08176 0.10156  0.387
C: -4.49312 -0.27231 1.28242  -0.275
C: -3.25310 0.24759 1.57695  -0.177
C: -2.62497 1.13152 0.70326  -0.088
C: -1.25951 1.67657 1.02726  -0.233
N: -0.27698 0.59815 1.08979  -0.483
C: 0.98791 0.98699 1.69373  -0.216
C: 1.90468 1.76226 0.74704  -0.251
N: 2.14753 0.95087 -0.42913  -0.443
C: 3.15392 1.52953 -1.30840  -0.252
C: 4.48169 1.54036 -0.63328  0.151
C: 5.25099 2.60403 -0.25798  -0.275
C: 6.36669 2.10469 0.46053  -0.289
C: 6.23029 0.75455 0.52155  -0.042
N: 5.08741 0.39666 -0.15420  -0.373
C: 4.67676 -0.90901 -0.30226  0.583
N: 5.18276 -1.78246 0.56775  -0.469
C: 4.79330 -3.03726 0.45373  0.095
C: 3.90540 -3.45279 -0.52884  -0.330
C: 3.47363 -2.46757 -1.40513  0.097
N: 3.85201 -1.20847 -1.29988  -0.467
C: 0.89751 0.69289 -1.11076  -0.239
C: -0.07195 -0.07326 -0.19377  -0.048
C: 0.40351 -1.51733 0.01487  -0.428
C: -0.57486 -2.32689 0.87034  -0.056
O: -0.59039 -1.92628 2.21308  -0.746
C: -3.27946 1.47533 -0.46800  -0.133
C: -4.53095 0.96480 -0.77438  -0.353
H: -9.02560 -0.67864 -2.06634  0.212
H: -8.97842 -0.61089 -0.29672  0.214
H: -8.24637 -1.97448 -1.14309  0.214
H: -7.28743 0.92839 -1.29012  0.171
H: -6.54679 -0.45099 -2.14869  0.170
H: -4.98316 -0.95883 1.95430  0.225
H: -2.76150 -0.03382 2.49563  0.219
H: -0.99406 2.45525 0.29549  0.176
H: -1.28530 2.14280 2.01770  0.209
H: 1.50648 0.07567 2.00224  0.209
H: 0.78215 1.58071 2.58740  0.203
H: 1.44791 2.73528 0.48004  0.156
H: 2.85633 1.96141 1.24391  0.221
H: 2.90179 2.56618 -1.59805  0.180
H: 3.19547 0.91255 -2.20880  0.235
H: 5.04617 3.63508 -0.47152  0.220
H: 7.16253 2.68746 0.87997  0.223
H: 6.84616 0.00207 0.96936  0.234
H: 5.21264 -3.72506 1.17699  0.200
H: 3.58234 -4.47623 -0.61267  0.229
H: 2.80878 -2.68876 -2.23070  0.197
H: 0.42007 1.63558 -1.44393  0.161
H: 1.10227 0.08907 -1.99699  0.208
H: -1.04940 -0.11603 -0.68966  0.218
H: 0.49049 -1.99352 -0.96258  0.203
H: 1.38856 -1.52009 0.48040  0.213
H: -1.58520 -2.24369 0.43689  0.150
H: -0.28677 -3.38239 0.87010  0.174
H: -0.68412 -0.95766 2.19713  0.490
H: -2.81155 2.15925 -1.16296  0.200
H: -5.00570 1.26218 -1.69633  0.218

It is found that the strongest force on any atom values, taken in the order of the records, are 0.3, 0.7, 17.7, 1.3 eV/A.